i | Molecular formula: CH2N4S
Method: DFT, ωB97M-V/def2-TZVPD

Each line ends with the natural charge from an NBO analysis.
Element x y z (Å)
S  -1.0966  -1.2143  -1.0905  0.07
C  -0.0363  -0.1081  -0.3946  0.15
N  0.6124  0.9132  -0.6841  -0.33
N  1.1395  1.4381  0.4688  -0.05
N  0.9076  0.6519  1.4121  -0.03
N  0.0538  -0.2843  0.9665  -0.39
H  -1.3665  -0.4965  -2.2795  0.18
H  -0.2139  -0.8998  1.6013  0.41

Summary:
* SMILES: Sc1nnn[nH]1
* lowest unoccupied orbital energy: 0.440 eV
* charge: 0
* gap between HOMO and LUMO: 10.417 eV
* highest occupied orbital energy: -9.977 eV



ii | Molecular formula: CH2N4S
Method: DFT, ωB97M-V/def2-TZVPD

Each line ends with the natural charge from an NBO analysis.
Element x y z (Å)
C  0.7695  0.0903  0.7906  0.44
N  -2.4416  -0.1368  -1.2049  0.06
N  0.1397  0.8386  1.4597  -0.43
N  -1.6002  -0.7142  -1.6209  -0.05
N  1.2747  -0.3545  -0.3537  -0.82
S  -0.8342  1.8082  2.1860  -0.02
H  2.1069  -0.9443  -0.2248  0.41
H  0.5852  -0.5873  -1.0319  0.41

Summary:
* lowest unoccupied orbital energy: 0.232 eV
* charge: 0
* gap between HOMO and LUMO: 7.954 eV
* highest occupied orbital energy: -7.721 eV



iii | Molecular formula: CH2N4S
Method: DFT, ωB97M-V/def2-TZVPD

Each line ends with the natural charge from an NBO analysis.
Element x y z (Å)
S  -2.5774  -0.2814  -0.1955  -0.04
C  -0.9870  -0.2885  0.1004  0.09
N  -0.2605  -1.4899  0.2029  -0.20
N  0.9640  -1.2137  -0.2870  0.02
N  1.1306  0.1683  -0.3731  -0.26
N  0.0240  0.7437  0.0957  -0.45
H  1.7426  0.5789  0.3735  0.40
H  -0.0362  1.7827  0.0831  0.43

Summary:
* SMILES: S=c1nn[nH][nH]1
* lowest unoccupied orbital energy: -0.839 eV
* charge: 0
* gap between HOMO and LUMO: 8.072 eV
* highest occupied orbital energy: -8.911 eV



What should be chosen as the most stable of them? Choose ii.